72
Properties=species:S:1:pos:R:3 method="wB97M-V/def2-TZVPD" energy_ha=-4341.87646 total_charge=-1 homo_ev="-4.30 / -4.35" multiplicity=5 s2=6.067
Mn 0.19347 0.29221 0.32927
O -2.24367 2.56419 2.52262
C -1.67862 1.71578 1.87070
O -0.48115 1.82592 1.33643
C -2.29837 0.33960 1.54843
O -3.40526 -0.00053 1.87097
O -1.45658 -0.44549 0.87306
Cl 0.80899 -1.97051 -0.54654
C 1.71830 -2.91134 0.60357
C 2.25958 -4.08898 0.12280
C 3.03652 -4.86766 0.96052
C 3.26310 -4.43463 2.25907
C 2.71473 -3.24561 2.70989
Cl 3.07992 -2.77828 4.35063
C 1.89985 -2.40847 1.90752
S 1.24356 -0.91347 2.46901
H 2.07305 -4.38114 -0.90638
H 3.45965 -5.80025 0.60701
H 3.87798 -5.01639 2.93583
C -1.04069 4.79408 -2.72112
C 0.02940 4.38216 -1.93744
C 0.18395 3.05367 -1.56400
C -0.72833 2.06146 -1.96397
C -1.82484 2.50279 -2.73406
C -1.96831 3.83146 -3.10729
N -0.57888 0.72705 -1.56312
C -1.04395 -0.27360 -2.44831
C -0.67867 -0.26746 -3.80555
C -1.11147 -1.25182 -4.67977
C -1.91054 -2.29962 -4.22735
C -2.25222 -2.33597 -2.88417
C -1.83011 -1.34122 -2.00440
H -1.15388 5.83057 -3.01423
H 0.76559 5.12295 -1.61893
H 1.01991 2.74980 -0.96103
H -2.58204 1.78539 -3.02323
H -2.82959 4.12135 -3.70257
H -0.04097 0.53204 -4.16504
H -0.81501 -1.20629 -5.72299
H -2.25670 -3.06675 -4.91019
H -2.86944 -3.14456 -2.50454
H -2.12742 -1.37301 -0.96582
C 4.46412 1.02599 2.99467
O 3.76594 2.04029 2.26163
C 2.49221 2.31757 2.59684
C 1.85530 1.79329 3.71727
C 0.59961 2.24376 4.08466
C -0.04069 3.23379 3.34979
C 0.57341 3.72248 2.21993
C 1.82000 3.25673 1.81689
N 2.37284 3.87738 0.65469
C 3.30307 3.54702 -0.19621
C 3.84369 2.29273 -0.48515
C 5.14786 2.27102 -1.05254
C 5.82193 1.10481 -1.22472
C 5.17552 -0.10992 -0.85255
C 3.89306 -0.13542 -0.39041
C 3.14600 1.06957 -0.22783
O 1.92064 1.13131 0.06242
H 5.40641 0.88263 2.47292
H 3.90280 0.09171 2.99649
H 4.65825 1.35242 4.01824
H 2.34312 1.02663 4.30197
H 0.11418 1.80829 4.95062
H -1.03448 3.56696 3.61161
H 0.05601 4.44085 1.58825
H 1.92926 4.76087 0.45383
H 3.68661 4.39622 -0.75413
H 5.61806 3.21703 -1.30548
H 6.82787 1.10265 -1.62510
H 5.70644 -1.05098 -0.94719
H 3.42372 -1.07160 -0.13660



7
Properties=species:S:1:pos:R:3 method="wB97M-V/def2-TZVPD" energy_ha=-435.39830 total_charge=0 homo_ev="-11.10 / -11.10"
N 0.13288 0.70082 0.37948
N -0.70729 -0.11246 -0.89419
O -0.43007 0.29028 -1.95954
O -1.32964 -0.96575 -0.42200
O 0.11225 -0.00150 1.42032
F 1.25384 -1.13046 1.43749
H 0.96804 1.21908 0.03842



20
Properties=species:S:1:pos:R:3 method="wB97M-V/def2-TZVPD" energy_ha=-290.83101 total_charge=0 homo_ev=-6.88
C 1.81010 -0.48434 -0.22448
C 0.52053 -0.61828 0.58893
C -0.61711 -1.56705 0.04079
C 0.77915 2.58914 0.28988
N 1.63778 1.91464 1.25882
C -1.60333 -1.00413 -0.71099
C -2.81075 -1.72747 -1.16968
H 2.30941 0.24027 0.35692
H 2.59966 -1.26529 -0.31887
H 1.60678 -0.09630 -1.20783
H 0.91385 -0.99948 1.57239
H 0.07129 0.32791 0.67997
H -0.17128 2.11821 0.09799
H 1.84558 2.54203 2.05235
H 1.19037 2.78617 -0.70394
H 0.45444 3.52973 0.80574
H -1.52681 -0.00908 -1.12843
H -2.52839 -1.95352 -2.21261
H -3.77147 -1.17522 -1.19055
H -2.92944 -2.57519 -0.50159



17
Properties=species:S:1:pos:R:3 method="wB97M-V/def2-TZVPD" energy_ha=-720.07729 total_charge=0 homo_ev=-8.48
C -2.67687 -0.08391 0.57793
C -1.60585 -0.01762 -0.67140
C 0.71757 0.47213 -0.09351
C 2.06534 -0.11388 -0.12896
H -3.55182 0.87552 0.09990
H -3.00986 -1.37700 0.71242
H -1.80207 0.27255 1.65744
H -1.59610 0.89109 -1.33099
H -1.84747 -0.87385 -1.19681
H -0.11224 -1.22750 -0.08408
H 2.48702 1.31983 1.35833
H 3.55768 0.16507 0.95968
H 1.82765 -1.48609 -1.51016
N -0.27788 -0.30110 -0.08700
N 2.54707 0.37824 1.06144
N 2.67143 -1.07918 -0.86706
S 0.60640 2.18570 -0.45715



45
Properties=species:S:1:pos:R:3 method="wB97M-V/def2-TZVPD" energy_ha=-1146.36474 total_charge=0 homo_ev=-9.73
H -0.49876 0.03226 -0.78428
H 0.47783 0.38766 0.27919
H 3.62771 2.80413 -1.64630
H 3.70251 4.04292 -0.69473
H -3.74821 -0.66551 2.23369
H -2.55837 -0.66082 1.24166
H -1.24119 3.01742 3.37734
H -0.89304 1.98786 4.48089
H -2.08683 1.42918 -1.31022
H -2.69945 2.61950 -2.03794
H 4.66661 0.94257 1.66669
H 3.84163 0.67806 0.42178
H -1.02471 -2.72892 2.49233
H -1.72953 -1.87640 3.64795
H -1.82328 2.78438 0.28131
H -2.74024 3.81919 1.11369
H -2.39609 -1.46574 -2.70827
H -2.04844 -1.97082 -1.29234
H 0.80567 -0.08415 -2.92622
H 1.80961 0.76838 -3.56344
H -4.18735 -1.39819 -1.45668
H -5.19205 -2.13785 -2.35484
H 1.13536 -3.13405 1.40056
H -0.06816 -2.92960 0.56937
H 0.94627 2.14386 -0.14985
H 0.12971 2.68672 -1.36184
H 4.15641 -1.34206 -0.02552
H 4.67985 -2.78195 0.13609
H 2.69844 -4.01383 -1.16949
H 2.22979 -3.91169 0.20568
O -0.01053 0.76166 -0.47091
O 3.08051 3.40638 -1.16705
O -3.46531 -0.95849 1.38803
O -0.56261 2.66679 3.95642
O -2.87076 1.98867 -1.40002
O 4.03289 0.37012 1.25125
O -1.86309 -2.40807 2.79473
O -2.06072 3.67106 0.37335
O -1.81047 -1.97246 -2.26329
O 1.67824 0.17060 -2.78869
O -5.05614 -1.66019 -1.52900
O 0.80477 -2.61343 0.65856
O 0.94699 2.79238 -0.93440
O 4.57956 -1.96107 0.59700
O 2.60497 -3.29645 -0.53221



Short version: energy relative to the best compared isomer or geometry (same formula, charge and spin) = 176.4, 285.0, 860.5, 514.8, 722.9 kJ/mol, in the order given.